# 1
CH2NO3S | the ωB97M-V functional and the def2-TZVPD basis

- LUMO energy (spin up / spin down) (eV) = 2.67 / 2.74
- M (g/mol) = 108.098
- gap between HOMO and LUMO (spin up / spin down) (eV) = 6.5 / 6.5
- net charge = -1
- energy relative to the best compared isomer or geometry (same formula, charge and spin) (kJ/mol) = 249.3

Last column: Mulliken charge in e.
Positions of all 8 atoms, in Å:
C 1.1517 0.7995 0.0082  0.57
N 0.6193 0.2839 1.1027  -0.67
O 1.4927 1.9842 -0.0971  -0.68
O 1.4157 -0.0053 -1.1210  -0.51
O -3.2677 0.5041 0.1910  -0.42
S -1.9287 1.0737 -0.1890  0.27
H 0.1718 -0.7227 1.2355  0.13
H 1.1559 -0.8977 -1.0551  0.30

Cartesian forces (eV/Å) of the 6 atoms listed first:
0.024 -0.412 0.569
-1.922 -1.968 1.293
-0.108 -0.650 -0.491
0.735 1.902 -0.877
0.433 0.174 -0.148
-0.188 -0.191 0.309

---

# 2
CHCeF3NO3S | the ωB97M-V functional and the def2-TZVPD basis

- LUMO energy (spin up / spin down) (eV) = -5.80 / -5.79
- M (g/mol) = 304.200
- gap between HOMO and LUMO (spin up / spin down) (eV) = 8.0 / 8.4
- net charge = +1
- energy relative to the best compared isomer or geometry (same formula, charge and spin) (kJ/mol) = 0.0
- multiplicity = 3
- expectation value of S² = 2.01

Last column: Mulliken spin population.
Positions of all 11 atoms, in Å:
Ce -1.3372 -0.6501 -2.4929  1.07
O -1.9390 0.2161 -0.3770  0.27
N -1.4425 0.0849 0.7940  0.64
S 0.1146 -0.7043 0.6836  0.03
O 0.3312 -1.1096 -0.7384  -0.01
O 0.3006 -1.6809 1.7416  0.01
C 1.3884 0.6421 0.9858  0.01
F 1.6611 1.2444 -0.1522  0.00
F 0.8893 1.5034 1.8472  0.00
F 2.4779 0.0908 1.4790  0.00
H -2.4443 0.3633 -3.7707  -0.03

Cartesian forces (eV/Å) of the 6 atoms listed first:
-0.136 0.056 1.398
0.182 -0.497 -1.689
0.482 -0.184 0.524
0.603 -1.470 1.869
-0.606 0.304 -0.153
-0.488 1.450 -1.748

---

# 3
C24H37B3Br2N11O5P | the ωB97M-V functional and the def2-TZVPD basis

- LUMO energy (eV) = -0.81
- M (g/mol) = 782.850
- gap between HOMO and LUMO (eV) = 7.9
- SMILES = O=C(Br)CB1OBOB(P(O)Br)O1.CC#N.CC#N.CC#N.CC#N.CC#N.CC#N.CC#N.CC#N.CC#N.CC#N.CC#N

Last column: Mulliken charge in e.
Positions of all 83 atoms, in Å:
O 6.2081 -5.2957 2.2233  -0.37
C 6.9011 -6.3268 2.1393  0.26
Br 8.6001 -6.3061 3.2122  -0.17
C 6.4808 -7.5685 1.2149  -0.31
B 4.8681 -7.8357 1.2948  0.42
O 4.2658 -8.6739 2.2974  -0.57
B 2.8256 -8.6073 2.2948  0.53
O 2.0202 -7.5690 1.7058  -0.48
B 2.9389 -6.6257 1.1192  0.58
P 2.6441 -4.7615 1.4917  0.19
O 3.3951 -4.4011 3.0228  -0.44
Br 3.6392 -3.4637 -0.1145  -0.25
O 4.0183 -7.1796 0.3183  -0.18
H 7.1065 -8.4584 1.5716  0.33
H 6.8173 -7.3084 0.1496  0.26
H 2.2466 -9.5046 2.8212  -0.10
H 3.4267 -5.2445 3.5283  0.28
C 2.9514 0.5303 -0.1300  -0.87
C 2.1638 -0.2851 0.8456  0.58
N 1.5433 -0.9346 1.6100  -0.61
H 3.9832 0.6253 0.2123  0.34
H 2.9404 0.0486 -1.1091  0.24
H 2.5149 1.5262 -0.2206  0.32
C -1.6450 0.7820 2.3957  -0.38
C -1.7141 2.0587 1.6124  0.36
N -1.7685 3.0624 0.9965  -0.49
H -0.6493 0.3436 2.3005  0.12
H -1.8470 0.9792 3.4453  0.44
H -2.3839 0.0741 2.0184  -0.03
C -4.4108 -2.3355 3.9562  -0.65
C -3.4091 -1.2872 4.3389  0.45
N -2.6324 -0.4550 4.6457  -0.52
H -4.7446 -2.1813 2.9288  0.16
H -3.9594 -3.3261 4.0311  0.21
H -5.2706 -2.2868 4.6264  0.31
C -0.5664 1.1140 -2.6438  -0.24
C 0.8346 0.9586 -3.1475  0.37
N 1.9651 0.8338 -3.5548  -0.56
H -1.2707 0.7116 -3.3734  0.33
H -0.6853 0.5771 -1.7008  0.06
H -0.7875 2.1689 -2.4814  -0.02
C 2.1563 2.9462 -7.1962  -0.74
C 0.6802 2.7541 -7.0555  0.34
N -0.4839 2.6057 -6.9485  -0.42
H 2.6702 1.9973 -7.0358  0.26
H 2.3884 3.3125 -8.1973  0.32
H 2.5102 3.6706 -6.4612  0.24
C -1.7374 5.7433 -2.7198  -0.64
C -2.2176 4.4229 -3.2394  0.33
N -2.5935 3.3839 -3.6467  -0.49
H -1.0139 6.1782 -3.4104  0.32
H -2.5799 6.4274 -2.6117  0.22
H -1.2621 5.6063 -1.7474  0.28
C 3.1348 -0.9653 4.4668  -0.08
C 4.1168 0.0893 4.8765  0.27
N 4.8890 0.9183 5.1985  -0.41
H 2.8034 -0.7868 3.4426  -0.20
H 3.6016 -1.9500 4.5231  0.13
H 2.2684 -0.9438 5.1299  0.29
C -2.4832 8.3603 0.4833  -0.78
C -1.6479 8.5121 -0.7501  0.42
N -0.9838 8.6416 -1.7236  -0.46
H -2.9424 7.3709 0.5011  0.30
H -1.8601 8.4803 1.3711  0.32
H -3.2681 9.1163 0.4940  0.22
C -5.8792 10.6146 -1.9251  -0.80
C -5.5461 9.2791 -1.3345  0.40
N -5.2839 8.2293 -0.8703  -0.42
H -5.8992 11.3724 -1.1404  0.27
H -5.1281 10.8894 -2.6671  0.27
H -6.8575 10.5736 -2.4061  0.30
C -3.7371 -4.9551 0.6752  -0.55
C -3.9229 -3.4672 0.6822  0.49
N -4.0692 -2.2819 0.6708  -0.54
H -4.5839 -5.4328 0.1801  0.28
H -2.8203 -5.2096 0.1393  0.08
H -3.6689 -5.3253 1.6995  0.25
C -1.4946 -2.5996 -2.4220  -0.54
C -1.1678 -3.9411 -1.8392  0.34
N -0.9103 -5.0064 -1.3770  -0.55
H -1.5135 -1.8446 -1.6346  0.09
H -0.7441 -2.3229 -3.1644  0.35
H -2.4735 -2.6356 -2.9026  0.33

Cartesian forces (eV/Å) of the 6 atoms listed first:
2.540 -4.169 -0.358
-2.889 3.193 -0.376
-0.966 -0.488 -0.853
1.358 -0.204 0.708
-0.286 -0.026 -0.630
-1.274 2.240 -1.857

---

# 4
C4H11N3O2 | the ωB97M-V functional and the def2-TZVPD basis

- LUMO energy (eV) = 0.82
- M (g/mol) = 133.151
- gap between HOMO and LUMO (eV) = 9.7
- energy relative to the best compared isomer or geometry (same formula, charge and spin) (kJ/mol) = 475.6
- SMILES = [H]/N=C(/C)[C@@](N)(O)ONC

Last column: Mulliken charge in e.
Positions of all 20 atoms, in Å:
H -0.6189 -0.6210 -1.8763  0.23
N -0.6019 0.3866 -1.6902  -0.77
C -0.0285 0.6195 -0.5196  0.54
C 0.0151 2.0836 -0.1249  -1.49
C 1.1553 -0.2843 0.0513  1.03
N 1.9480 -0.9114 -0.9845  -0.75
O 2.0340 0.4400 0.8604  -0.56
O 0.4588 -1.2729 0.7661  -0.42
N -0.8647 -0.4563 1.1622  -0.20
C -2.0166 -1.2668 0.8360  -0.74
H 0.4652 2.6639 -0.9312  0.35
H -1.0079 2.4314 0.0408  0.35
H 0.5574 2.2871 0.7979  0.38
H 1.4323 -1.7000 -1.3608  0.25
H 2.0924 -0.2446 -1.7394  0.29
H 2.8582 -0.0673 0.7968  0.36
H -0.9045 0.4059 1.7008  0.30
H -2.0606 -1.4434 -0.2401  0.24
H -1.9593 -2.2512 1.3081  0.26
H -2.9537 -0.7988 1.1467  0.34

Cartesian forces (eV/Å) of the 6 atoms listed first:
0.499 0.115 -0.280
0.173 -0.238 2.929
1.432 0.875 -3.256
-0.538 -0.059 0.630
-0.929 0.629 -1.044
-0.240 -0.409 0.286

---

# 5
C26H42N11O3S2 | the ωB97M-V functional and the def2-TZVPD basis

- LUMO energy (eV) = -3.80
- M (g/mol) = 620.830
- gap between HOMO and LUMO (eV) = 7.3
- net charge = +1

Last column: Mulliken charge in e.
Positions of all 84 atoms, in Å:
N -2.4225 1.9571 -4.3410  -0.57
C -1.4662 1.3746 -3.4564  0.46
O -0.5522 2.0103 -2.9866  -0.65
C -1.6891 -0.0913 -3.1631  -0.59
C -1.3831 -0.5163 -1.7142  -1.13
C -1.6436 0.4971 -0.5981  0.70
C -2.9557 0.4869 0.1364  -0.97
N -2.7570 0.6058 1.3906  0.14
C -1.3514 0.6418 1.8633  1.15
S -1.2413 -0.7045 3.0905  -0.24
C -0.8985 2.0113 2.3538  -1.14
C 0.4739 2.0129 3.0447  -0.69
C 0.5336 3.0517 4.1739  -0.85
S 0.6554 4.7268 3.4804  -0.25
C -0.6607 0.1676 0.5507  -1.07
O 0.6138 0.7053 0.3329  -0.31
N 1.6026 -0.3332 0.3636  0.26
O 2.6567 0.1141 0.2246  -0.36
H -2.1661 1.7618 -5.3043  0.28
H -2.3972 2.9638 -4.2163  0.32
H -2.6891 -0.3660 -3.4918  0.41
H -0.9820 -0.6426 -3.7917  0.27
H -0.3318 -0.7888 -1.6562  0.28
H -1.9252 -1.4444 -1.5304  0.50
H -1.4561 1.5499 -0.8417  0.46
H -3.9507 0.4441 -0.2868  0.54
H -3.4783 0.6440 2.1047  0.35
H -1.7141 -0.0653 4.1856  0.19
H -0.8461 2.6999 1.5055  0.42
H -1.6305 2.4462 3.0407  0.55
H 1.2657 2.2564 2.3349  0.35
H 0.7421 1.0515 3.4822  0.47
H 1.4029 2.8381 4.7949  0.41
H -0.3308 2.9465 4.8301  0.41
H -0.1847 5.3810 4.3004  0.14
H -0.5420 -0.9163 0.6811  0.62
C -0.0888 -1.7738 6.9014  -0.11
C -0.5397 -0.3930 6.9078  0.37
N -0.8865 0.7022 6.8899  -0.50
H 0.4973 -1.9891 6.0064  0.09
H 0.5358 -1.9832 7.7678  -0.16
H -0.9316 -2.4642 6.9264  0.33
C 2.0323 3.0427 -4.3822  -0.61
C 2.4546 4.1051 -5.2825  0.33
N 2.7873 4.9417 -5.9938  -0.39
H 2.1233 2.0693 -4.8629  0.27
H 2.6445 3.0296 -3.4817  0.28
H 0.9958 3.1733 -4.0783  0.16
C 1.2455 -4.2073 -1.6632  -0.83
C 0.2660 -3.6315 -0.7566  0.47
N -0.5259 -3.1785 -0.0602  -0.42
H 1.2629 -5.2917 -1.5693  0.33
H 0.9991 -3.9592 -2.6957  0.22
H 2.2427 -3.8290 -1.4424  0.29
C -1.8271 -2.4105 -6.3238  -0.79
C -1.0053 -3.0910 -5.3334  0.47
N -0.3627 -3.5921 -4.5245  -0.47
H -2.5044 -3.1018 -6.8157  0.22
H -2.4334 -1.6356 -5.8605  0.21
H -1.2073 -1.9451 -7.0899  0.31
C 0.9231 0.2699 10.5316  -0.83
C 0.9846 -1.1505 10.2216  0.44
N 1.0331 -2.2713 9.9770  -0.45
H 0.1195 0.7501 9.9747  0.27
H 0.7428 0.4223 11.5944  0.31
H 1.8593 0.7603 10.2705  0.27
C 2.8341 -4.4862 6.9676  -0.76
C 3.0356 -3.4879 5.9265  0.36
N 3.1759 -2.6881 5.1152  -0.39
H 2.9872 -5.4895 6.5736  0.30
H 3.5322 -4.3317 7.7883  0.27
H 1.8242 -4.4274 7.3713  0.24
C 5.7158 5.6632 -7.1687  -0.59
C 7.1635 5.5053 -7.1672  0.28
N 8.3042 5.3814 -7.1611  -0.35
H 5.4289 6.6413 -6.7878  0.27
H 5.3138 5.5631 -8.1754  0.27
H 5.2403 4.9132 -6.5445  0.10
C -5.9814 -3.9786 -7.5915  -0.89
C -5.4322 -2.8558 -6.8457  0.43
N -4.9998 -1.9675 -6.2617  -0.40
H -5.5959 -3.9900 -8.6097  0.28
H -5.7193 -4.9223 -7.1159  0.28
H -7.0669 -3.9121 -7.6402  0.33

Cartesian forces (eV/Å) of the 6 atoms listed first:
0.462 0.075 0.545
-0.133 0.095 -0.752
-0.289 -0.022 0.597
0.098 0.038 -0.067
-0.395 0.286 -0.760
0.321 -0.468 0.778

---

# 6
CH2N2O2S | the ωB97M-V functional and the def2-TZVPD basis

- LUMO energy (spin up / spin down) (eV) = 0.67 / -2.26
- M (g/mol) = 106.106
- gap between HOMO and LUMO (spin up / spin down) (eV) = 8.7 / 7.0
- energy relative to the best compared isomer or geometry (same formula, charge and spin) (kJ/mol) = 198.8
- multiplicity = 3
- expectation value of S² = 2.01

Last column: Mulliken spin population.
Positions of all 8 atoms, in Å:
C -1.1645 -0.7452 -1.1268  0.00
N -1.2473 0.4528 -1.0301  0.01
N 1.7102 -0.1485 0.8521  0.96
O 0.7882 0.9462 1.0416  0.30
O 1.2167 -1.2041 0.9062  0.76
S -0.7071 -2.2099 -1.3447  0.00
H 1.2522 1.7647 1.2174  -0.03
H -1.8483 1.1440 -0.5156  0.00

Cartesian forces (eV/Å) of the 6 atoms listed first:
0.422 1.794 0.218
-1.412 0.646 0.677
1.032 3.722 0.091
-0.806 -0.200 -0.045
-0.962 -3.449 0.196
-0.258 -1.040 -0.248

---

# 7
C31H31BF6GeN5O6S4Ta | the ωB97M-V functional and the def2-TZVPD basis

- LUMO energy (eV) = -7.55
- M (g/mol) = 1076.244
- gap between HOMO and LUMO (eV) = 5.4
- net charge = +2
- energy relative to the best compared isomer or geometry (same formula, charge and spin) (kJ/mol) = 8.2

Last column: Mulliken charge in e.
Positions of all 86 atoms, in Å:
Ta 1.4054 -0.6678 -0.5697  2.48
C 4.3161 -2.1197 -3.7562  -0.79
N 4.8579 -2.2113 -2.4016  0.25
C 5.8205 -3.1094 -2.0255  -0.46
C 6.1329 -2.8324 -0.7361  -0.71
N 5.3706 -1.7697 -0.3210  0.46
B 5.5314 -1.2955 1.1935  0.24
N 4.8905 0.1052 1.4283  0.01
C 5.5600 1.2925 1.5933  -0.48
C 4.6565 2.2384 1.9528  -0.58
N 3.4268 1.6200 2.0015  0.19
C 2.1730 2.2678 2.3815  -0.95
C 3.6030 0.3341 1.6702  -0.12
S 2.3913 -0.9194 1.5921  -0.30
C 4.5969 -1.4110 -1.3425  0.13
S 3.5127 -0.0355 -1.5075  -0.59
H 4.0191 -3.1133 -4.0835  0.37
H 5.0749 -1.7238 -4.4278  0.35
H 3.4523 -1.4639 -3.7597  0.18
H 6.2043 -3.8490 -2.7064  0.53
H 6.8411 -3.2978 -0.0733  0.54
H 6.7056 -1.2124 1.3991  -0.13
H 4.9698 -2.1040 1.8778  -0.01
H 6.6275 1.3531 1.4769  0.54
H 4.7752 3.2786 2.1999  0.53
H 1.7510 2.7985 1.5308  0.29
H 2.3779 2.9729 3.1824  0.50
H 1.4666 1.5183 2.7309  0.24
F -2.1758 -2.0511 -4.1291  -0.06
C -0.8722 -2.0740 -4.1613  0.53
F -0.3734 -0.9877 -4.7027  -0.15
F -0.4064 -3.1564 -4.7311  -0.13
S -0.2537 -2.0744 -2.3842  0.94
O 1.2371 -1.8415 -2.4026  -0.75
O -0.7689 -0.9462 -1.6079  -0.49
N -0.5924 -3.4756 -1.8180  -0.59
S 0.1659 -3.7887 -0.4579  1.04
O -0.5455 -4.6155 0.4283  -0.56
O 0.6522 -2.4790 0.1327  -0.77
C 1.7806 -4.6530 -0.9434  0.66
F 1.8874 -5.7364 -0.2250  -0.18
F 1.7545 -4.9316 -2.2303  -0.21
F 2.7887 -3.8224 -0.6869  -0.16
O 1.0526 1.0319 -1.9149  -0.71
C 0.3092 1.5438 -1.0318  0.70
O 0.4153 0.9275 0.1222  0.60
C -0.6079 2.6698 -1.2518  -0.97
C -1.5047 3.0457 -0.0820  -1.51
Ge -2.8101 1.7277 0.6334  1.36
C -4.2204 2.7580 1.4780  0.29
C -4.8095 2.2956 2.6549  -0.27
C -5.8625 2.9864 3.2378  -0.73
C -6.3389 4.1491 2.6501  -0.49
C -5.7658 4.6176 1.4765  -0.81
C -4.7152 3.9237 0.8942  -0.45
C -3.4941 0.6631 -0.8535  0.12
C -3.5721 1.2360 -2.1245  -0.27
C -4.1284 0.5471 -3.1945  -0.90
C -4.6246 -0.7353 -3.0065  -0.57
C -4.5750 -1.3139 -1.7452  -0.81
C -4.0177 -0.6188 -0.6800  -0.21
C -1.9252 0.6550 2.0106  0.32
C -1.5787 1.2999 3.2005  -0.39
C -0.9740 0.6119 4.2440  -0.98
C -0.7127 -0.7460 4.1202  -0.57
C -1.0539 -1.4044 2.9475  -0.68
C -1.6453 -0.7064 1.8996  0.02
H -1.1673 2.3951 -2.1533  0.23
H 0.0291 3.5063 -1.5733  0.64
H -2.0858 3.9149 -0.3958  0.52
H -0.9059 3.3905 0.7649  0.36
H -4.4489 1.3885 3.1263  0.34
H -6.3125 2.6163 4.1496  0.42
H -7.1596 4.6887 3.1038  0.41
H -6.1397 5.5211 1.0132  0.41
H -4.2933 4.3031 -0.0306  0.24
H -3.2337 2.2552 -2.2897  0.47
H -4.1955 1.0196 -4.1660  0.47
H -5.0737 -1.2707 -3.8328  0.51
H -4.9930 -2.2994 -1.5844  0.47
H -4.0304 -1.0781 0.3018  0.51
H -1.8119 2.3518 3.3340  0.54
H -0.7347 1.1282 5.1652  0.48
H -0.2708 -1.2925 4.9433  0.46
H -0.8855 -2.4700 2.8609  0.47
H -1.9163 -1.2433 0.9974  0.13

Cartesian forces (eV/Å) of the 6 atoms listed first:
0.081 0.793 -0.314
0.003 0.006 0.010
0.000 -0.010 0.008
-0.003 0.006 -0.004
-0.006 -0.007 0.012
-0.014 0.009 0.017

---

# 8
C14H28Br14 | the ωB97M-V functional and the def2-TZVPD basis

- LUMO energy (eV) = -0.06
- M (g/mol) = 1315.034
- gap between HOMO and LUMO (eV) = 10.0
- energy relative to the best compared isomer or geometry (same formula, charge and spin) (kJ/mol) = 174.5
- SMILES = BrCCBr.BrCCBr.BrCCBr.BrCCBr.BrCCBr.BrCCBr.BrCCBr

Last column: Mulliken charge in e.
Positions of all 56 atoms, in Å:
Br -6.1387 -3.6168 -2.1804  -0.17
C -4.7889 -3.1721 -0.8140  -0.69
C -5.1098 -2.0085 0.0752  -0.56
Br -3.6094 -1.7600 1.3253  -0.15
H -3.7901 -3.1362 -1.2491  0.36
H -4.7674 -4.0276 -0.1388  0.39
H -6.0302 -2.1230 0.6479  0.40
H -5.3409 -1.0528 -0.3954  0.41
Br 2.0720 -0.9666 4.5175  -0.18
C 3.4122 0.3920 4.5438  -0.45
C 3.8201 0.5804 3.1527  -0.44
Br 5.0853 2.1710 3.1953  -0.18
H 4.2372 -0.0377 5.1120  0.35
H 2.9962 1.3464 4.8665  0.40
H 3.0541 0.8546 2.4274  0.28
H 4.3848 -0.2693 2.7690  0.17
Br -6.7053 0.7437 1.7515  -0.12
C -5.4946 2.2673 1.9779  -0.17
C -5.6140 2.7874 3.4018  -0.65
Br -7.4663 3.6303 3.6849  -0.17
H -5.8227 3.0552 1.2998  0.45
H -4.5180 1.8565 1.7217  -0.19
H -4.8092 3.5133 3.5173  0.40
H -5.4373 1.9977 4.1320  0.41
Br 1.7135 3.2397 -2.3192  -0.15
C 0.3977 4.5905 -3.0293  -0.59
C -0.7634 4.7728 -2.0278  -0.35
Br -2.1537 5.9246 -2.8013  -0.16
H 0.1890 4.2473 -4.0426  0.40
H 0.8862 5.5509 -3.1946  0.39
H -0.4787 5.2272 -1.0788  0.39
H -1.2345 3.7937 -1.9405  0.07
Br 0.5300 -0.2561 1.4900  -0.09
C -0.2835 -0.5977 -0.3015  0.48
C -0.6878 0.7126 -0.8766  -0.77
Br -2.1302 1.7341 0.1513  -0.19
H -1.1694 -1.2326 -0.2879  0.09
H 0.4672 -1.0927 -0.9175  -0.39
H -1.0467 0.5666 -1.8955  0.60
H 0.2286 1.3026 -0.8667  0.29
Br 1.6614 -3.8196 -0.5843  -0.18
C 2.7421 -3.8305 1.0658  -0.43
C 4.1421 -3.2043 0.8190  -0.57
Br 4.9150 -3.1040 2.6685  -0.16
H 2.8640 -4.8439 1.4483  0.42
H 2.2814 -3.1173 1.7493  0.22
H 4.0273 -2.2018 0.4066  0.34
H 4.6824 -3.8905 0.1668  0.41
Br 6.2931 -2.4797 -5.3762  -0.19
C 4.3765 -2.0858 -4.7912  -0.68
C 4.2807 -1.2727 -3.4657  -0.50
Br 2.3701 -1.1431 -2.9433  -0.11
H 3.7993 -3.0098 -4.7578  0.40
H 3.9341 -1.4599 -5.5662  0.37
H 4.7166 -0.2801 -3.5792  0.39
H 4.8303 -1.7657 -2.6639  0.35

Cartesian forces (eV/Å) of the 6 atoms listed first:
0.478 0.455 0.480
0.180 -0.940 0.645
-0.805 1.070 -0.031
-0.501 -0.052 -0.323
-0.337 0.327 -0.370
-0.078 -0.235 -0.309